# 1
Computed, not measured: C3H3NO2 in the gas phase at a distorted geometry, with ωB97M-V with the def2-TZVPD basis set.

Each line ends with the natural charge from an NBO analysis.
Element x y z (Å)
C (0.269, 0.390, 1.093)  -0.07
C (0.272, 1.067, -0.104)  -0.16
C (-0.367, -0.917, -0.995)  0.56
N (-0.299, -0.785, 1.237)  -0.21
O (0.244, 0.194, -1.193)  -0.36
O (-1.153, -1.060, 0.084)  -0.40
H (0.597, 0.735, 2.064)  0.24
H (0.681, 2.105, -0.447)  0.22
H (-0.244, -1.728, -1.737)  0.19

Results
* strongest force on any atom: 0.061 Eh/bohr
* lowest unoccupied orbital energy (alpha / beta): -0.137 / -0.136 eV
* ΔE to the lowest compared entry with this formula, charge and spin: 528.1 kJ/mol
* orbital gap (alpha / beta): 0.283 / 0.283 Eh

# 2
Computed, not measured: a molecular structure, C3H4N2S2 at a distorted geometry, with ωB97M-V with the def2-TZVPD basis set.

Each line ends with the natural charge from an NBO analysis.
Element x y z (Å)
C (0.523, 0.136, 0.415)  0.26
C (0.136, 0.179, 1.831)  -0.03
C (-0.747, -0.142, 2.821)  -0.21
H (-0.916, -0.785, -3.096)  0.14
H (-1.339, -0.858, 0.376)  0.44
H (1.508, -0.119, -2.149)  0.08
H (-1.015, -0.456, 3.809)  0.24
N (-0.533, -0.454, -0.395)  -0.79
N (1.448, 1.035, -0.097)  -0.59
S (-1.093, 0.487, -1.863)  0.17
S (2.027, 0.977, -1.653)  0.30

Results
* strongest force on any atom: 0.196 Eh/bohr
* lowest unoccupied orbital energy: -0.677 eV
* ΔE to the lowest compared entry with this formula, charge and spin: 733.5 kJ/mol
* orbital gap: 0.272 Eh

# 3
Computed, not measured: C4H7N3O in the gas phase at a distorted geometry, with ωB97M-V with the def2-TZVPD basis set.

Each line ends with the natural charge from an NBO analysis.
Element x y z (Å)
C (3.396, 0.021, 0.165)  -0.12
C (0.099, 0.227, -0.102)  0.65
C (-1.541, -1.004, 0.152)  -0.24
C (-2.113, 0.360, -0.128)  -0.25
H (4.229, -0.709, -0.300)  0.20
H (3.836, 0.997, 0.734)  0.24
H (-1.976, -1.689, -0.696)  0.19
H (-2.035, -1.247, 1.173)  0.18
H (-2.508, 0.406, -1.119)  0.17
H (-3.122, 0.332, 0.408)  0.20
H (-0.764, 1.997, -0.224)  0.38
N (2.242, -0.530, -0.270)  -0.06
N (-0.094, -1.000, 0.089)  -0.50
N (-0.968, 1.153, 0.156)  -0.62
O (1.319, 0.685, -0.039)  -0.42

Results
* strongest force on any atom: 0.143 Eh/bohr
* lowest unoccupied orbital energy: 0.504 eV
* ΔE to the lowest compared entry with this formula, charge and spin: 539.1 kJ/mol
* orbital gap: 0.334 Eh

# 4
Computed, not measured: 2 unconnected molecules or ions with the total composition C4H4O2, with ωB97M-V with the def2-TZVPD basis set.

Each line ends with the natural charge from an NBO analysis.
Element x y z (Å)
O (-2.514, 1.071, -0.467)  -0.52
C (-2.346, -0.123, -0.478)  0.29
O (-0.192, -0.501, 1.179)  -0.49
C (0.513, 0.310, 0.621)  0.36
C (1.895, 0.031, 0.270)  -0.15
C (3.021, -0.218, -0.076)  -0.12
H (-2.868, -0.807, 0.215)  0.12
H (-1.656, -0.611, -1.195)  0.10
H (0.128, 1.298, 0.313)  0.16
H (4.019, -0.450, -0.380)  0.24

Results
* strongest force on any atom: 0.012 Eh/bohr
* lowest unoccupied orbital energy: -0.274 eV
* ΔE to the lowest compared entry with this formula, charge and spin: 276.2 kJ/mol
* orbital gap: 0.360 Eh

# 5
Computed, not measured: a molecular structure, C15H18CuN5O4S2 at a distorted geometry, with ωB97M-V with the def2-TZVPD basis set.

Each line ends with the Mulliken spin population.
Element x y z (Å)
Cu (-0.897, -0.532, 0.171)  0.69
C (4.442, 3.071, 0.143)  0.00
C (3.728, 2.288, 1.240)  0.00
N (3.230, 0.998, 0.812)  0.00
C (2.152, 0.793, -0.001)  0.00
S (1.073, 2.054, -0.418)  0.00
N (2.118, -0.447, -0.488)  0.00
N (0.898, -0.809, -0.940)  0.04
C (0.856, -1.573, -1.974)  0.01
C (2.091, -2.040, -2.671)  0.00
C (-0.496, -1.878, -2.501)  -0.01
C (-0.707, -2.497, -3.727)  0.00
C (-2.008, -2.680, -4.169)  0.00
C (-3.066, -2.256, -3.384)  0.00
C (-2.770, -1.654, -2.169)  0.00
N (-1.523, -1.465, -1.759)  0.03
H (4.786, 4.035, 0.527)  0.00
H (3.755, 3.252, -0.684)  0.00
H (5.306, 2.517, -0.232)  0.00
H (2.882, 2.868, 1.609)  0.00
H (4.407, 2.106, 2.074)  0.00
H (3.833, 0.196, 0.902)  0.00
H (2.873, -2.196, -1.932)  0.00
H (2.458, -1.282, -3.370)  0.00
H (1.916, -2.967, -3.219)  0.00
H (0.130, -2.818, -4.329)  0.00
H (-2.192, -3.153, -5.126)  0.00
H (-4.092, -2.386, -3.697)  0.00
H (-3.537, -1.328, -1.477)  0.00
O (-2.413, -1.736, 3.061)  0.00
S (-2.161, -2.110, 1.687)  -0.01
O (-2.706, -3.389, 1.296)  0.01
O (-0.657, -2.044, 1.384)  0.09
O (-2.688, -0.997, 0.734)  0.15
C (-2.487, 2.358, 3.853)  0.00
C (-2.775, 2.670, 2.529)  0.00
C (-2.065, 2.028, 1.536)  0.00
N (-1.121, 1.113, 1.781)  0.01
C (-0.874, 0.805, 3.048)  0.00
C (-1.515, 1.419, 4.117)  0.00
H (-3.014, 2.850, 4.661)  0.00
H (-3.543, 3.386, 2.271)  0.00
H (-2.236, 2.262, 0.490)  0.00
H (-0.126, 0.039, 3.211)  0.00
H (-1.264, 1.130, 5.129)  0.00

Results
* strongest force on any atom: 0.025 Eh/bohr
* lowest unoccupied orbital energy (alpha / beta): 2.721 / 2.631 eV
* multiplicity: 2
* orbital gap (alpha / beta): 0.262 / 0.260 Eh
* total charge: -1

# 6
Computed, not measured: 7 unconnected molecules or ions with the total composition BH16O6 at a distorted geometry, with ωB97M-V with the def2-TZVPD basis set.

Each line ends with the natural charge from an NBO analysis.
Element x y z (Å)
B (29.215, 26.074, 5.448)  -0.83
H (28.600, 25.899, 6.514)  -0.06
H (30.382, 26.053, 5.787)  -0.04
H (29.092, 25.256, 4.590)  -0.04
H (28.830, 27.162, 4.968)  -0.03
O (31.316, 27.240, 3.190)  -0.94
H (30.730, 26.856, 3.795)  0.49
H (30.739, 27.838, 2.848)  0.45
O (31.031, 22.950, 5.433)  -0.97
H (30.658, 23.862, 5.666)  0.51
H (30.231, 22.472, 5.520)  0.46
O (25.902, 26.524, 5.188)  -1.01
H (26.829, 26.415, 5.595)  0.54
H (25.607, 25.996, 4.475)  0.47
O (28.356, 29.580, 6.903)  -0.94
H (29.144, 30.025, 7.285)  0.46
H (28.520, 28.738, 6.742)  0.48
O (30.280, 26.906, 8.876)  -0.90
H (30.063, 26.284, 8.397)  0.45
H (29.904, 26.654, 9.750)  0.45
O (30.435, 23.460, 2.525)  -0.94
H (29.547, 23.598, 2.707)  0.46
H (30.843, 23.264, 3.296)  0.48

Results
* strongest force on any atom: 0.261 Eh/bohr
* lowest unoccupied orbital energy: 3.132 eV
* ΔE to the lowest compared entry with this formula, charge and spin: 184.1 kJ/mol
* orbital gap: 0.335 Eh
* total charge: -1

# 7
Computed, not measured: C3H2FNO in the gas phase at a distorted geometry, with ωB97M-V with the def2-TZVPD basis set.

Each line ends with the natural charge from an NBO analysis.
Element x y z (Å)
C (0.416, 0.673, 0.251)  0.02
C (0.162, 1.966, 0.193)  0.36
C (-0.370, -1.296, -0.583)  0.53
N (0.011, -0.557, 0.460)  -0.64
O (-0.388, -0.834, -1.689)  -0.54
F (0.616, 3.185, 0.134)  -0.27
H (-0.823, -2.244, -0.156)  0.12
H (0.376, -0.894, 1.391)  0.42

Results
* strongest force on any atom: 0.185 Eh/bohr
* lowest unoccupied orbital energy: 0.185 eV
* ΔE to the lowest compared entry with this formula, charge and spin: 307.6 kJ/mol
* orbital gap: 0.347 Eh

# 8
Computed, not measured: a molecular structure, C24H32B2CrF2NO28S2 at a distorted geometry, with ωB97M-V with the def2-TZVPD basis set.

Each line ends with the Mulliken spin population.
Element x y z (Å)
Cr (-0.297, 0.050, -0.180)  3.95
O (2.173, -4.407, -7.311)  0.00
C (1.682, -4.489, -6.188)  0.00
O (2.013, -3.710, -5.119)  0.00
B (1.067, -4.018, -3.980)  0.01
O (0.151, -5.061, -4.494)  0.00
C (0.479, -5.357, -5.738)  0.00
O (-0.036, -6.230, -6.439)  0.00
O (0.271, -2.859, -3.421)  0.00
C (0.532, -2.625, -2.091)  0.01
O (-0.044, -1.873, -1.349)  0.03
C (1.558, -3.693, -1.709)  0.00
O (1.850, -4.411, -2.762)  0.00
O (1.939, -3.888, -0.582)  0.00
O (0.811, -3.023, 3.763)  0.00
C (1.864, -2.654, 3.182)  0.00
O (3.083, -2.680, 3.650)  0.00
B (3.977, -1.865, 2.848)  0.01
O (3.196, -1.442, 1.686)  0.02
C (1.948, -1.838, 1.847)  0.04
O (0.974, -1.460, 1.166)  0.12
O (5.197, -2.554, 2.486)  0.00
C (6.268, -1.815, 2.929)  0.00
O (7.460, -2.033, 2.705)  0.00
C (5.668, -0.618, 3.711)  0.00
O (4.375, -0.656, 3.607)  0.00
O (6.407, 0.225, 4.266)  0.00
N (0.921, 1.126, -1.395)  -0.08
S (2.326, 0.981, -2.042)  0.14
O (3.357, 1.882, -1.636)  0.08
O (2.410, 0.402, -3.427)  0.02
F (2.655, -0.357, -1.145)  0.03
S (0.806, 2.661, -2.240)  0.35
O (1.082, 2.827, -3.676)  0.12
O (0.932, 3.790, -1.309)  0.03
F (-0.782, 2.540, -2.438)  0.02
O (-2.019, 0.067, -1.729)  0.02
C (-2.708, -0.349, -2.664)  0.01
O (-2.348, -0.293, -3.986)  0.00
C (-1.169, 0.259, -4.353)  0.01
C (-0.606, -0.400, -5.658)  0.00
C (-4.115, -0.788, -2.449)  0.00
H (-0.332, 0.191, -3.658)  0.02
H (-1.359, 1.318, -4.528)  0.00
H (-1.445, -0.446, -6.352)  0.00
H (-0.308, -1.433, -5.477)  0.00
H (0.295, 0.167, -5.893)  0.00
H (-4.706, -0.832, -3.364)  0.00
H (-4.654, -0.217, -1.693)  0.00
H (-4.174, -1.786, -2.015)  0.00
O (-1.842, -0.961, 0.988)  -0.04
C (-2.655, -1.706, 1.513)  0.01
O (-3.905, -1.405, 1.981)  0.00
C (-4.502, -0.107, 1.789)  0.00
C (-5.425, 0.025, 3.045)  0.00
C (-2.238, -3.184, 1.749)  0.00
H (-4.972, -0.240, 0.815)  0.00
H (-3.672, 0.593, 1.690)  0.00
H (-5.954, 0.965, 3.204)  0.00
H (-4.844, -0.162, 3.949)  0.00
H (-6.192, -0.748, 2.987)  0.00
H (-1.878, -3.670, 0.842)  0.00
H (-3.125, -3.741, 2.050)  0.00
H (-1.398, -3.282, 2.437)  0.00
O (-1.801, 1.838, 0.330)  0.10
C (-2.621, 2.756, 0.395)  0.02
O (-3.068, 3.451, 1.448)  0.00
C (-2.424, 3.305, 2.712)  0.00
C (-1.233, 4.200, 2.828)  0.00
C (-3.255, 3.203, -0.903)  0.00
H (-2.137, 2.276, 2.926)  0.00
H (-3.161, 3.541, 3.480)  0.00
H (-0.668, 3.952, 1.929)  0.01
H (-0.539, 4.032, 3.652)  0.00
H (-1.497, 5.249, 2.695)  0.00
H (-2.842, 4.139, -1.279)  0.00
H (-4.320, 3.416, -0.808)  0.00
H (-3.277, 2.440, -1.681)  0.00
O (0.598, 1.058, 1.435)  0.00
C (1.342, 1.659, 2.148)  -0.06
O (2.128, 2.639, 1.709)  0.01
C (3.006, 3.454, 2.472)  0.00
C (4.342, 2.839, 2.757)  0.00
C (1.388, 1.420, 3.630)  0.01
H (2.605, 3.834, 3.411)  0.00
H (3.172, 4.376, 1.914)  0.00
H (5.057, 3.543, 3.182)  0.00
H (4.712, 2.388, 1.836)  0.00
H (4.370, 1.995, 3.446)  0.00
H (0.535, 0.832, 3.967)  0.00
H (1.166, 2.377, 4.103)  0.00
H (2.395, 1.079, 3.872)  0.00

Results
* strongest force on any atom: 0.106 Eh/bohr
* lowest unoccupied orbital energy (alpha / beta): 3.161 / 3.159 eV
* multiplicity: 6
* orbital gap (alpha / beta): 0.121 / 0.267 Eh
* total charge: -2